# 1
DFT (wB97M-V/def2-TZVPD) results for a molecular structure, C5H7NdO4.

E, hartree: -1056.8418
LUMO level (alpha / beta), eV: -4.3 / -4.4
HOMO level (alpha / beta), eV: -10.71 / -13.09
HOMO-LUMO gap (alpha / beta), eV: 6.4 / 8.7
Charge: +1
Spin multiplicity: 5
ΔE to the lowest compared entry with this formula, charge and spin, kcal per mole: 0.0
⟨S²⟩: 6.00

CARTESIAN COORDINATES (ANGSTROEM)
O  1.405  -0.054  -0.726
C  0.835  -1.217  -0.237
C  -0.656  -1.273  -0.537
O  -1.207  0.002  -0.143
C  -2.569  0.116  -0.185
C  -3.220  1.093  0.439
Nd  0.558  1.863  -0.759
H  0.970  -1.308  0.861
H  1.283  -2.128  -0.682
H  -1.158  -2.073  0.026
H  -0.841  -1.406  -1.614
H  -3.070  -0.646  -0.788
H  -2.699  1.837  1.042
H  -4.303  1.154  0.341
O  4.387  2.355  0.711
C  4.860  1.323  0.959
O  5.422  0.363  1.290

Atom charges from the Mulliken analysis, given in e for atoms 1 to 4:
1. O -0.703
2. C -0.467
3. C -0.437
4. O -0.345

# 2
DFT (wB97M-V/def2-TZVPD) results for a molecular structure, C5H7NiO3.

E, hartree: -1928.5180
LUMO level (alpha / beta), eV: -0.8 / -1.5
HOMO level (alpha / beta), eV: -6.87 / -8.91
HOMO-LUMO gap (alpha / beta), eV: 6.0 / 7.4
Spin multiplicity: 4
ΔE to the lowest compared entry with this formula, charge and spin, kcal per mole: 41.5
⟨S²⟩: 3.77

CARTESIAN COORDINATES (ANGSTROEM)
C  1.569  -0.843  1.289
H  1.863  -2.192  0.316
H  1.865  -0.608  2.320
C  0.816  -2.016  0.963
H  0.763  -2.857  1.675
C  1.420  1.832  0.996
C  1.494  0.599  0.400
O  -1.111  0.170  -0.362
C  -1.458  -0.041  -1.585
O  -1.605  0.752  -2.482
O  -1.219  -1.383  -1.831
H  1.941  2.687  0.565
H  0.670  1.999  1.773
H  2.135  0.524  -0.488
H  -0.996  -1.569  -2.751
Ni  -1.038  -1.791  0.231

Atom charges from the Mulliken analysis, given in e for atoms 1 to 4:
1. C -0.525
2. H 0.224
3. H 0.343
4. C -0.470

# 3
DFT (wB97M-V/def2-TZVPD) results for a gas-phase ion, C5H7O2S (charge -1).

E, hartree: -743.2790
SMILES string: CC1=[S@@](=O)([O-])CC=C1
LUMO level, eV: 4.1
HOMO level, eV: -2.57
HOMO-LUMO gap, eV: 6.6
Charge: -1
ΔE to the lowest compared entry with this formula, charge and spin, kcal per mole: 89.3

CARTESIAN COORDINATES (ANGSTROEM)
C  0.557  0.531  -0.544
C  -0.014  1.710  -0.194
C  -0.101  -0.633  -0.095
C  -1.291  1.547  0.553
C  0.261  -2.037  -0.437
O  -2.881  0.339  -1.431
O  -2.508  -0.883  1.060
S  -1.773  -0.156  0.035
H  1.512  0.491  -1.059
H  0.304  2.675  -0.548
H  -1.162  1.498  1.637
H  -2.071  2.251  0.283
H  0.267  -2.269  -1.512
H  -0.453  -2.700  0.051
H  1.258  -2.265  -0.051

Atom charges from the Mulliken analysis, given in e for atoms 1 to 4:
1. C -0.413
2. C -0.595
3. C 0.250
4. C -0.570

> Which value of ΔE to the lowest compared entry with this formula, charge and spin does entry 2 give?

41.5 kcal per mole